# C14H15Cl2IN2O2Ti

C14H15Cl2IN2O2Ti as an isolated structure at a distorted geometry (wB97M-V/def2-TZVPD, the OMol25 dataset).

Geometry (Å):
C  -1.76  -2.10  -1.89
C  -1.33  -2.36  1.75
H  -2.36  -1.59  -2.64
H  -2.39  -2.94  -1.51
H  -0.85  -2.56  -2.32
H  -1.89  -1.97  2.60
H  -1.85  -3.26  1.36
H  -0.30  -2.66  2.05
C  -1.00  0.72  -2.42
C  -0.67  1.88  -3.11
C  -0.17  2.96  -2.39
C  -0.01  2.82  -1.02
H  -1.43  -0.11  -2.95
H  -0.83  1.90  -4.19
H  0.10  3.89  -2.89
H  0.37  3.65  -0.43
N  -0.82  0.55  -1.09
C  -0.29  1.60  -0.38
C  0.04  1.38  1.04
N  -0.25  0.16  1.57
C  0.14  -0.08  2.83
C  1.13  2.07  3.10
C  0.84  0.82  3.62
H  -0.12  -1.05  3.26
H  1.13  0.51  4.62
C  0.72  2.35  1.80
H  0.92  3.32  1.35
H  1.66  2.82  3.68
Ti  -1.19  -1.41  -0.05
I  -3.71  -0.81  0.39
Cl  2.52  0.30  -1.60
C  2.83  -1.21  -0.71
Cl  2.96  -0.95  1.03
C  1.67  -2.14  -1.06
O  1.82  -2.90  -2.00
O  0.58  -2.01  -0.33
H  3.76  -1.64  -1.08

frontier orbital gap (spin up / spin down) = 6.01 / 5.67 eV
E_tot = -2870.00657 Eh
HOMO (spin up / spin down) = -0.247 / -0.315 Eh
ΔE to the lowest compared entry with this formula, charge and spin = 318.52 kJ/mol
2S+1 = 3